No. 1
12
Properties=species:S:1:pos:R:3:nbo_charge:R:1 method="wB97M-V/def2-TZVPD" orbital_gap_ev=9.4183 energy_ha=-571.29526 e_above_lowest_ev=3.909 homo_energy_ev=-8.65 e_lumo_ha=0.0282
C 1.8767 -0.5431 -0.4718 -0.606
C 1.1498 -0.0092 0.7091 -0.557
C 0.3106 1.0972 0.0626 0.110
H 2.0427 0.2431 -1.4675 0.249
H 0.9493 -1.4992 -0.9058 0.180
H 2.6251 -1.2821 -0.0838 0.232
H 1.9581 0.4666 1.3072 0.220
H 0.4883 -0.8057 1.1995 0.257
H 0.9705 2.0150 0.0371 0.181
H -2.6849 -0.1426 0.1808 0.145
N -0.8831 1.0226 -0.3483 -0.533
S -1.2619 -0.5889 0.0232 0.122

***

No. 2
12
Properties=species:S:1:pos:R:3:nbo_charge:R:1 method="wB97M-V/def2-TZVPD" orbital_gap_ev=8.3935 energy_ha=-571.16879 e_above_lowest_ev=7.351 homo_energy_ev=-8.00 e_lumo_ha=0.0145
C 2.4489 0.4379 0.8286 -0.803
C -0.9441 -0.1522 -0.7904 0.043
C -2.4419 -0.5687 -0.5581 -0.701
H 2.8458 -0.5629 1.4137 0.200
H 2.0095 0.9778 1.3789 0.194
H 3.4378 1.0983 0.9824 0.266
H -0.6704 0.3247 -1.6743 0.153
H -2.1037 -1.4215 0.3874 0.263
H -2.9334 0.6987 0.1655 0.243
H -2.9917 -1.0415 -1.8128 0.272
N -0.0696 -0.0106 0.1514 -0.602
S 1.4127 0.2199 -0.4724 0.472

***

No. 3
13
Properties=species:S:1:pos:R:3:nbo_charge:R:1 method="wB97M-V/def2-TZVPD" orbital_gap_ev=9.1601 energy_ha=-969.57890 e_above_lowest_ev=1.590 homo_energy_ev=-8.45 e_lumo_ha=0.0263
C -1.3438 1.0541 -0.4779 -0.640
C -1.2598 0.0382 0.6083 -0.497
S -0.9168 -1.6506 -0.1687 0.237
C 0.8152 -1.4014 -0.0993 -0.071
N 1.4727 -0.3898 0.2293 -0.623
S 3.1575 -0.3352 -0.1199 0.161
H -1.9976 0.6345 -1.2010 0.209
H -0.4264 1.3561 -1.0551 0.227
H -1.8067 1.9664 -0.1741 0.214
H -2.2089 -0.0771 1.1604 0.224
H -0.3201 0.1881 1.3339 0.258
H 1.3738 -2.3157 -0.4481 0.168
H 3.4611 0.9325 0.4121 0.134

***

No. 4
13
Properties=species:S:1:pos:R:3:nbo_charge:R:1 method="wB97M-V/def2-TZVPD" orbital_gap_ev=8.4617 energy_ha=-969.54006 e_above_lowest_ev=2.646 homo_energy_ev=-8.54 e_lumo_ha=-0.0028
N 1.8603 -0.0479 -0.5040 -0.880
C 0.6850 -0.7373 0.0184 -0.278
C 0.0171 0.2570 0.8799 -0.576
S -0.8022 1.6496 0.0623 0.302
C -2.2130 0.7372 -0.5338 -0.480
S -2.5329 -0.7294 -0.0053 0.024
H 1.7920 0.3257 -1.5774 0.380
H 2.6885 -0.7702 -0.3550 0.372
H 1.1012 -1.3095 0.8147 0.201
H 0.0892 -1.3980 -0.7355 0.212
H -0.6684 -0.3096 1.7201 0.258
H 0.9019 1.0333 1.2757 0.259
H -2.9188 1.2992 -1.0599 0.205

***

No. 5
11
Properties=species:S:1:pos:R:3:nbo_charge:R:1 method="wB97M-V/def2-TZVPD" orbital_gap_ev=5.9668 energy_ha=-193.69159 charge=-1 e_above_lowest_ev=1.072 homo_energy_ev=-1.17 e_lumo_ha=0.1763
O -2.0023 0.1060 -1.1868 -0.998
H -1.0756 -0.2122 -1.2390 0.498
C 0.6563 -0.3679 1.6814 -0.697
C 0.6897 0.3150 0.4932 -0.199
C 1.0710 -0.1751 -0.7713 -0.863
H 0.5477 0.0828 2.6664 0.159
H -1.9165 0.9166 -0.6727 0.456
H 0.8440 -1.4406 1.7043 0.157
H 0.4306 1.3602 0.5859 0.149
H 1.0293 0.3688 -1.7118 0.169
H 1.8107 -0.9697 -0.7678 0.169

***

No. 6
12
Properties=species:S:1:pos:R:3:nbo_charge:R:1 method="wB97M-V/def2-TZVPD" orbital_gap_ev=5.3630 energy_ha=-268.89246 charge=-1 e_above_lowest_ev=4.015 homo_energy_ev=-2.18 e_lumo_ha=0.1169
C -0.9601 -2.6293 -1.4564 0.275
O -0.4333 -3.6139 -1.9765 -0.523
H -1.8054 -2.5296 -0.6956 0.127
H -0.4699 -1.6403 -1.5352 0.117
H 6.3194 2.0408 -3.4975 -0.006
C -2.0190 0.9517 2.4656 -0.769
C -0.9000 0.9828 1.6199 0.236
O 0.2831 1.4115 1.9483 -0.814
H -2.9555 0.4904 2.2092 0.155
H -2.0487 1.5271 3.4362 0.163
H -1.0154 0.2955 0.6681 0.032
H 6.0049 2.7133 -3.1861 0.006

***

No. 7
12
Properties=species:S:1:pos:R:3:nbo_charge:R:1 method="wB97M-V/def2-TZVPD" orbital_gap_ev=6.3065 energy_ha=-268.95734 charge=-1 e_above_lowest_ev=2.250 homo_energy_ev=-2.27 e_lumo_ha=0.1485
O 0.4083 -0.4347 2.0947 -0.957
C -0.6723 -0.1186 1.3552 -0.007
C -0.4828 -0.2586 -0.1580 -0.459
C 0.8035 0.4335 -0.6041 -0.068
O 0.9736 0.3688 -2.0592 -0.755
H -1.0080 0.9452 1.5463 0.057
H -1.6123 -0.6873 1.5768 0.064
H -0.2942 -1.3338 -0.3530 0.161
H -1.3133 0.1356 -0.7454 0.174
H 1.6780 0.0239 -0.1101 0.186
H 0.6814 1.4869 -0.3280 0.156
H 0.8381 -0.5609 -2.2151 0.448

***

No. 8
12
Properties=species:S:1:pos:R:3:nbo_charge:R:1 method="wB97M-V/def2-TZVPD" orbital_gap_ev=6.6236 energy_ha=-268.91825 charge=-1 e_above_lowest_ev=3.313 homo_energy_ev=-2.40 e_lumo_ha=0.1551
C 1.8639 0.1965 0.2546 0.286
O 2.8086 0.9305 0.4502 -0.579
H 0.8715 0.4334 0.6592 0.174
H 1.9750 -0.7369 -0.3236 0.094
H 1.5671 -1.1277 -3.5030 -0.046
C -1.6304 0.3020 1.6280 -0.812
C -1.7225 0.1155 0.2551 0.252
O -0.8664 -0.4608 -0.4804 -0.813
H -2.2123 1.0651 2.1290 0.166
H -1.1078 -0.4484 2.2111 0.172
H -2.6301 0.5332 -0.2378 0.062
H 1.0832 -0.8022 -3.0425 0.045

***

No. 9
13
Properties=species:S:1:pos:R:3:nbo_charge:R:1 method="wB97M-V/def2-TZVPD" orbital_gap_ev="5.7348 / 5.7841" energy_ha=-610.17449 e_above_lowest_ev=4.993 homo_energy_ev="-7.05 / -7.06" e_lumo_ha="-0.0484 / -0.0471"
C 1.3543 0.0025 -0.6474 -0.397
C -0.6947 0.9815 -0.3397 0.391
C -0.9657 0.6802 1.0665 -0.758
O 0.3361 0.7674 -1.0657 -0.319
O 1.0599 -2.5219 0.1149 -1.129
P 0.7286 -1.8515 -1.1776 0.992
H 2.3774 0.1095 -1.1151 0.238
H 1.4220 -0.1349 0.5162 0.214
H -1.6005 1.2853 -0.8656 0.195
H -1.8724 -0.0345 1.2765 0.295
H -1.3234 1.5340 1.5541 0.258
H -0.0724 0.5432 1.7383 0.257
H -0.7493 -1.3608 -1.0553 -0.238

***

No. 10
13
Properties=species:S:1:pos:R:3:nbo_charge:R:1 method="wB97M-V/def2-TZVPD" orbital_gap_ev=8.0121 energy_ha=-667.23039 charge=-1 e_above_lowest_ev=0.351 homo_energy_ev=-4.43 e_lumo_ha=0.1316
C 0.9376 0.1676 1.6414 -0.610
C 1.3256 -0.3453 0.2535 -0.530
S 1.5028 0.9774 -0.9862 -0.155
H -0.0706 0.6125 1.6535 0.227
H 1.6978 0.9499 1.9724 0.179
H 0.9756 -0.6660 2.4256 0.200
H 2.2737 -0.9073 0.2692 0.190
H 0.5418 -1.0311 -0.0779 0.271
H 0.1606 1.1723 -1.0897 0.194
O -1.6449 -1.5244 0.6890 -0.779
C -2.1563 -0.5330 0.1066 0.621
O -1.7516 0.1034 -0.9300 -0.816
H -3.0940 -0.1355 0.5442 0.007